A cluster of 2 separate species, C34H63N2O in total, computed with ωB97M-V/def2-TZVPD.

Structure (XYZ):
```
100
Properties=species:S:1:pos:R:3:forces:R:3
H 0.955252 -1.417705 2.711853 -0.57 0.34 0.02
H -5.046647 -2.873454 3.397876 0.01 -0.19 -0.21
C 0.455355 4.082732 -4.536494 0.02 -0.43 0.46
C 5.351284 -3.340703 2.398000 0.41 -0.20 -0.59
H -1.542043 3.593628 -5.241755 -0.07 -0.09 0.03
H -4.809703 -0.427508 1.375698 0.07 0.18 -0.05
H -3.276910 -2.789996 3.454085 -0.10 -0.10 0.16
H -1.139609 2.929111 -3.659491 -0.25 0.09 0.04
C -0.756252 3.105195 -4.668849 0.82 -0.35 0.26
H -2.672808 0.414638 4.261682 0.01 -0.01 -0.02
N 4.966443 -2.860451 3.360945 -0.33 0.30 0.55
C 1.305666 3.079190 -0.878998 -0.13 -0.71 -0.08
C -4.283186 -0.842717 3.431898 1.11 -0.51 -1.26
H 0.621533 1.682798 -5.611538 0.02 0.01 0.00
H 1.552872 5.260264 -3.122385 -0.12 0.09 0.15
H -4.105522 -2.432293 1.950707 -0.05 -0.05 -0.03
O -3.990393 1.657672 0.565473 0.35 -0.04 -0.03
H 1.492994 -4.038254 -1.883748 0.04 -0.09 -0.06
H 4.369573 -5.535236 1.101577 0.00 0.06 -0.05
C 2.381488 -1.423877 1.147892 -0.38 0.82 -0.58
H 1.886078 2.212426 -0.548674 0.08 0.04 0.12
C -5.403256 1.335195 2.574676 -0.33 0.03 -0.19
C 2.393465 -2.186241 -1.267907 -0.38 -0.13 -0.02
H 2.376088 -1.146372 -1.617636 0.13 -0.01 0.01
H -0.339009 2.572537 3.669538 -0.09 0.01 0.02
C 1.425804 -0.656907 2.086062 1.37 -0.78 -0.19
C 1.668611 -2.276780 0.081756 1.09 -0.07 0.20
H -0.903171 4.783585 -0.669734 -0.07 -0.01 0.10
H 5.443198 -3.428902 0.317731 0.04 0.06 0.02
H -0.922405 -1.542846 -4.948746 0.15 -0.20 -0.49
C 2.256091 0.310769 2.938241 -0.62 -0.17 0.53
C -6.852108 1.748435 2.302603 0.17 0.51 -0.14
H -7.559575 1.261033 2.969991 0.02 -0.22 -0.11
H -2.085456 -1.016029 3.417214 0.08 0.02 -0.02
C -4.172316 -2.333232 3.034861 -0.26 0.26 0.53
H 1.959338 2.418545 3.267577 0.10 0.07 0.22
H 2.655888 3.459830 -2.464864 0.02 -0.15 0.02
H 0.288902 5.008329 -5.086070 -0.14 0.00 0.04
H -1.035958 1.581637 -6.168680 0.13 -0.22 -0.10
H 5.633578 -5.911182 3.227243 0.03 0.04 0.00
N -0.466503 1.518043 -0.256427 -0.82 0.06 -0.22
H 2.692953 -0.292682 3.735220 0.24 -0.01 -0.13
C -0.128815 2.789518 -0.535108 -0.67 0.62 0.17
C -2.463909 3.405171 -0.094659 0.99 -0.56 -0.08
C 6.020515 -6.262248 2.269820 -0.04 -0.01 -0.01
H 1.653021 3.912776 -0.267659 -0.07 0.21 -0.25
C -0.418767 1.695971 -5.276536 -0.19 0.88 0.15
C 1.585678 3.254379 -2.387092 0.23 0.61 0.21
C -2.752306 2.053490 0.201922 0.53 0.23 -0.34
C -4.444712 2.257483 1.810754 0.43 -0.16 0.67
H 5.819292 -5.864845 0.167557 -0.01 0.09 -0.04
H -0.260235 1.526299 2.276173 -0.04 -0.22 0.11
C -1.161948 3.758115 -0.450595 0.29 -0.87 0.10
H 0.629496 -1.953776 0.000143 -0.20 -0.23 -0.08
H 5.742767 -7.310919 2.169683 0.03 -0.01 -0.01
H 1.731788 -3.324275 0.383363 -0.55 -0.04 0.06
C -1.712683 1.120558 0.089258 -0.89 0.68 0.14
H 1.731363 -1.948594 -4.795180 0.18 0.12 0.02
H -0.089887 -1.995802 -2.364080 -0.18 -0.03 0.10
C -5.170074 -0.172341 2.370485 -0.61 -0.02 0.95
C 5.458488 -5.449086 1.109781 0.04 -0.18 0.10
H 2.930320 -0.640651 0.605693 0.17 -0.07 0.01
C 5.853489 -3.968119 1.173432 -0.17 -0.19 0.00
H -0.238926 0.645392 -3.377624 0.26 0.28 0.44
H -5.224080 1.540688 3.634764 0.08 0.07 -0.01
H 0.072483 -3.249766 -3.607703 -0.25 0.08 0.02
C -0.099851 -0.828237 -4.951165 -0.16 0.72 1.05
H 0.235417 0.785185 -0.294150 0.17 0.16 -0.06
H 3.089982 0.675651 2.337591 -0.02 0.13 0.00
H -0.549486 0.866551 3.939706 -0.06 -0.14 -0.43
H 6.938995 -3.861533 1.150147 0.00 0.04 0.01
C -0.003694 1.588283 3.332452 0.32 0.47 0.64
H -6.151937 -0.644937 2.474244 -0.02 -0.02 -0.22
C 0.858213 4.418724 -3.072563 0.12 0.01 -0.90
H 3.134357 -1.976406 1.707706 -0.13 -0.10 0.07
H -1.755735 0.430500 -4.196614 0.04 -0.09 0.01
H 1.622977 1.426717 4.693230 0.14 0.17 0.02
H 1.622346 -0.620731 -3.625829 0.09 0.03 -0.15
H -6.949118 2.823007 2.480654 -0.07 -0.01 0.05
H 7.109776 -6.203358 2.299237 0.00 0.00 0.01
C 1.502144 1.490401 3.614004 -0.13 -0.10 -0.69
H 1.447160 2.324084 -2.934400 -0.35 -0.22 0.14
C 0.597565 -2.454271 -3.077378 0.63 -0.05 -0.16
C -0.675482 0.503472 -4.357748 -0.07 -0.45 -0.64
H -3.559997 2.429803 2.430157 0.08 0.00 -0.09
C 1.793846 -3.097034 -2.346019 -0.25 0.62 0.02
H -1.888537 0.077266 0.310250 0.18 -0.03 -0.05
H 3.440563 -2.452846 -1.113141 0.08 0.08 0.07
H -0.009177 4.764703 -2.513108 -0.10 -0.07 -0.08
H -3.238356 4.158454 -0.043259 -0.03 -0.04 0.04
H 0.705197 -0.160710 1.434792 -0.30 0.03 0.28
H 0.260059 -0.617904 -5.955931 -0.24 -0.21 -0.17
H -4.898441 3.233713 1.632750 -0.11 -0.07 -0.27
H -4.729675 -0.751338 4.421111 0.00 0.06 0.03
H -2.739348 0.375068 2.516990 0.27 -0.11 -0.05
H -7.131840 1.594117 1.258893 -0.07 -0.25 0.04
C -2.850226 -0.242930 3.408225 -0.73 0.36 0.33
H 2.552956 -3.310095 -3.099973 0.03 -0.18 0.01
H 1.328962 3.614222 -4.997681 0.03 0.09 -0.10
C 1.058402 -1.419230 -4.118175 -0.47 -0.35 -0.11
```
Forces are in eV/Å.

Computed properties:
Total charge = +1
E_LUMO = -3.82 eV
Max |F| = 1.75 eV/A
Frontier orbital gap = 9.04 eV
HOMO level = -12.9 eV
M = 515.89 g/mol
2S+1 = 1